(1)
# C16H34BClN4O9PS2

A 3-piece molecular cluster, C16H34BClN4O9PS2 overall (ωB97M-V/def2-TZVPD, OMol25).

CARTESIAN COORDINATES (ANGSTROEM)
Cl: 3.4719 -1.8226 -1.1863
S: 4.7959 -1.0081 6.0000
S: -3.8988 5.3557 -2.7877
P: 0.7014 1.1219 -0.7626
O: 4.5033 -1.6775 4.7504
O: -3.0894 5.0348 -1.6313
O: -3.8627 6.6621 -3.4118
O: 5.8997 0.1596 5.7297
O: 3.7506 -0.4749 6.8488
O: 2.2628 1.2770 -1.1352
O: -1.2556 2.4448 -3.2829
O: -3.4890 1.1251 -3.1943
O: -5.4495 4.9664 -2.4735
N: -1.2426 -2.6873 -3.3353
N: -1.7781 -3.7474 -4.1104
N: -1.8131 -1.4721 -3.5562
N: -0.2464 -6.7325 -0.7455
C: 2.5036 -2.6513 2.1238
C: -3.6065 4.1338 -4.0409
C: -0.0152 -0.3775 -1.6990
C: 0.3413 -4.7144 -2.3383
C: -1.2669 -0.3062 -2.8071
C: 5.8229 -2.0689 6.9845
C: -6.0723 5.5247 -1.3252
C: 5.6180 1.1489 4.7497
C: -0.6884 -5.5425 -1.3336
C: -2.2097 -5.0672 -0.9374
C: -0.1352 -3.1150 -2.4046
C: -6.4407 6.9805 -1.5443
C: 4.6104 2.1638 5.2573
C: 1.6282 -1.7046 1.0821
C: 0.5782 -1.9252 -1.4695
C: 1.8013 -2.3053 -0.4439
B: -1.9912 1.1800 -3.0934
H: 0.6936 0.9482 0.6963
H: 0.5198 -1.5305 1.4148
H: -7.0210 7.3649 -0.7009
H: 1.8748 -3.4896 -0.3140
H: 6.6387 -2.4480 6.3657
H: 6.5612 1.6617 4.5306
H: 5.2066 -2.8963 7.3412
H: 0.7388 -6.9196 -1.0418
H: 3.6298 1.7036 5.4101
H: -4.3504 4.2525 -4.8303
H: -2.2370 -4.3140 -0.0160
H: 3.6663 -2.4915 1.9093
H: -2.7323 -3.4450 -4.4589
H: 4.4896 2.9818 4.5415
H: 5.2785 0.6854 3.8174
H: 0.0546 2.3813 -1.0274
H: 2.2317 -2.4542 3.2470
H: -3.9040 1.1149 -2.2823
H: -5.5467 7.6022 -1.6481
H: 6.2076 -1.5003 7.8325
H: 0.3073 -5.2164 -3.4208
H: -7.0246 7.0981 -2.4626
H: 1.4721 -4.8262 -1.9907
H: -3.6692 3.1409 -3.5909
H: -2.6063 4.3001 -4.4454
H: -5.4353 5.4056 -0.4422
H: 2.2231 -3.7832 1.8855
H: -0.3058 2.2354 -3.5245
H: -1.1722 -3.7282 -4.9777
H: -6.9866 4.9489 -1.1437
H: 2.1583 -0.6413 1.1039
H: -2.8004 -4.5431 -1.8084
H: -2.8264 -6.0526 -0.6655
H: 4.9276 2.5761 6.2203

Atoms 1-2, force components in eV/Å:
Cl -2.078 -0.481 0.686
S 0.448 0.413 0.474

## Properties
**E_LUMO**: -5.802 eV
**Charge**: +1

=====

(2)
# C16H34ClIN4O8P2S

C16H34ClIN4O8P2S as an isolated structure (ωB97M-V/def2-TZVPD, OMol25).

CARTESIAN COORDINATES (ANGSTROEM)
I: -3.0232 -1.4077 -2.8814
Cl: -1.5194 -2.2844 1.4523
S: -0.0838 -2.3221 -2.4405
P: 0.6365 0.5157 -3.1865
P: -0.3158 3.8268 0.3433
O: 7.7626 -3.7365 -0.3158
O: -1.3378 4.5559 -0.7290
O: -4.0829 0.7945 3.3918
O: 2.0240 -0.2652 -3.3431
O: 8.3252 -1.5563 -0.1556
O: 7.8677 -2.7867 1.6865
O: 1.0363 2.0774 -3.1335
O: -1.1373 3.4687 1.7231
N: -0.3778 0.2571 -4.3084
N: -1.8777 1.4793 -1.2098
N: 0.2195 2.2706 -0.3981
N: 0.1085 0.2863 -1.5712
C: -3.9984 -2.2664 0.1622
C: -3.7660 1.7646 1.1811
C: -4.0553 2.0117 2.6662
C: -0.5456 1.4064 -1.0288
C: -2.7551 0.6235 0.9766
C: -2.0274 -0.9920 -0.9387
C: -0.4918 -1.0144 -1.2250
C: 1.9561 1.0347 0.8960
C: -4.3314 -3.1857 1.3603
C: 1.6659 2.0420 -0.2519
C: -2.6132 0.3703 -0.5303
C: 8.0227 -2.5820 0.4560
C: 4.0200 -0.4829 1.1569
C: 5.1435 -0.9503 0.2386
C: -2.4727 -2.1710 -0.0645
C: 2.7156 -0.2091 0.3840
H: -0.0047 -1.3605 -0.3180
H: 6.0989 -0.8357 0.7423
H: -3.2079 -0.2091 1.4890
H: -2.2714 2.3970 -1.0529
H: -4.7014 1.4240 0.7422
H: -5.3198 -3.5928 1.1611
H: -3.6579 -4.0347 1.3843
H: -0.0055 -0.4206 -4.9691
H: -1.9963 3.9250 1.6993
H: 2.1030 1.6967 -1.1693
H: 4.3589 0.3969 1.7013
H: 1.0177 0.7677 1.3774
H: -4.3653 -2.6479 2.2988
H: 5.1837 -0.3875 -0.6943
H: -1.8049 0.8250 1.4683
H: -3.6228 0.3835 -0.9192
H: 7.5571 -4.3235 0.4227
H: 3.8378 -1.2742 1.8795
H: 5.0623 -2.0019 -0.0204
H: -0.2866 -3.4545 -1.7407
H: 2.1309 2.9861 0.0111
H: 1.6919 2.2339 -3.8352
H: 2.9813 -0.1204 -0.6664
H: -4.4415 -1.2965 0.3606
H: -4.4748 -2.7234 -0.6914
H: -3.4276 2.7102 0.7614
H: -3.6253 0.9306 4.2328
H: -5.0501 2.4582 2.7305
H: 2.7515 0.2633 -2.9734
H: 2.0725 -1.0750 0.5276
H: -3.3673 2.7234 3.1197
H: 2.5808 1.5318 1.6284
H: -2.2564 4.5878 -0.4071
H: -2.2324 -3.0555 -0.6434

Atoms 1-2, force components in eV/Å:
I -0.680 0.377 0.053
Cl 0.136 0.143 0.067

## Properties
**E_LUMO**: -2.168 eV

=====

(3)
# C16H34CoP2

C16H34CoP2 as an isolated structure (ωB97M-V/def2-TZVPD, OMol25).

CARTESIAN COORDINATES (ANGSTROEM)
Co: 0.1452 -3.0592 1.5493
P: 0.3143 -4.9229 1.6076
P: -2.5935 -4.4793 -0.3164
C: -1.1310 -1.9994 -2.1261
C: -1.4890 -2.7965 -3.3708
C: -2.1225 -2.2506 -4.4462
C: 0.9851 -5.5465 3.1890
C: -4.0908 -0.7589 -3.3931
C: 1.2441 -5.8140 0.2682
C: -3.3541 -5.4440 -1.8266
C: -3.1925 -1.1798 -4.5528
C: -2.3912 -1.6827 -1.2133
C: -1.7764 -5.9565 0.2541
C: -1.3710 -5.7862 1.7082
C: -0.0867 -1.2763 2.5754
C: -4.6001 -1.9115 -2.6110
C: -4.2820 -4.8547 0.5487
C: -3.9938 -2.1616 -1.4775
C: 1.8524 -2.5214 0.5948
H: 0.7504 -1.0591 3.2680
H: -4.3502 -5.0710 -2.1711
H: 2.6306 -2.5334 1.3813
H: -2.0361 -5.0871 2.2400
H: -1.9332 -2.6547 -5.4527
H: 0.1923 -6.1683 3.6278
H: -4.5177 -5.9278 0.4955
H: -3.5223 -0.1057 -2.7189
H: 2.1318 -3.1218 -0.2765
H: -4.9499 -0.2244 -3.8500
H: -1.0808 -3.8536 -3.4204
H: -0.4260 -2.6734 -1.5970
H: 0.6809 -5.7787 -0.6785
H: -2.3701 -0.5726 -1.2467
H: 1.3743 -6.8642 0.5945
H: 1.6021 -1.4952 0.2836
H: -0.4596 -1.0918 -2.2920
H: -5.4173 -2.5237 -3.0479
H: -2.3363 -6.8842 0.1396
H: -2.6586 -5.4898 -2.6825
H: 1.2417 -4.7274 3.8840
H: -1.3227 -6.7062 2.3137
H: -0.2143 -0.4620 1.8382
H: -4.4525 -2.2844 -0.4871
H: -5.0981 -4.2973 0.0771
H: -2.1545 -1.9754 -0.1678
H: -1.0010 -5.9580 -0.5183
H: 2.2250 -5.3195 0.1260
H: -1.0151 -1.4378 3.1522
H: -4.2487 -4.5892 1.6017
H: -3.8898 -1.6104 -5.3040
H: -2.7765 -0.2332 -4.9455
H: -3.5005 -6.4849 -1.4639
H: 1.8711 -6.1616 2.9695

Atoms 1-2, force components in eV/Å:
Co 0.270 9.438 -1.226
P -0.758 -8.285 1.228

## Properties
**Expectation value of S²**: 3.767
**E_LUMO (spin up / spin down)**: 0.684 / -0.135 eV
**Multiplicity**: 4

=====

(4)
# C16H34F6N2O3PSSi

A 2-piece molecular cluster, C16H34F6N2O3PSSi overall (ωB97M-V/def2-TZVPD, OMol25).

CARTESIAN COORDINATES (ANGSTROEM)
S: 3.9059 -3.3125 2.9994
P: 3.7292 -1.5899 2.1129
Si: 2.2965 -0.2091 3.1417
F: 2.8062 1.4556 6.2911
F: 3.4315 1.6863 1.4815
F: 3.5408 -1.1445 5.4190
F: 0.4381 1.1463 5.6700
F: 1.4582 -0.2098 7.3462
F: 1.3154 -1.9797 5.1799
O: 5.2813 -0.8071 1.7825
O: 3.0350 -1.9359 0.5145
O: -1.1545 1.2951 3.1444
N: -1.3861 -0.4547 -2.8400
N: -2.9891 -1.4037 3.0229
C: 2.0601 2.7915 3.2945
C: -0.7136 -0.1325 3.0018
C: -0.5903 -1.0337 -4.0202
C: -1.9236 -0.8467 2.0942
C: 2.1513 -0.7367 4.9873
C: -0.4012 -0.5949 -1.6351
C: 0.6627 -0.3071 2.1291
C: 1.7071 0.4674 6.0188
C: 0.8512 -0.7045 -3.6962
C: -3.1087 0.9568 -5.2758
C: -2.6275 -1.2907 -2.5643
C: -2.1217 1.6812 -6.1765
C: 0.9430 -0.9994 -2.2193
C: -1.7236 1.0431 -3.0383
C: 3.0997 1.5723 2.9419
C: -3.0125 1.3656 -3.8070
H: -0.9275 -0.6017 -4.9596
H: -1.0854 1.5083 -5.8759
H: -4.1209 1.1927 -5.6268
H: -0.3452 0.3608 -1.1054
H: 1.1105 -2.0709 -2.0565
H: -0.8521 1.5260 -3.4898
H: -2.9878 -0.7653 3.8496
H: -2.6156 -2.3438 3.3182
H: 1.0682 0.3511 -3.8944
H: -0.6224 -0.5917 4.0763
H: -2.2345 1.3324 -7.2080
H: 1.7701 -0.4648 -1.7432
H: 2.4533 -2.7677 0.6317
H: 0.7252 0.4923 1.2668
H: -0.7828 -1.3590 -0.9495
H: -3.1495 2.4545 -3.7566
H: -2.3041 2.7607 -6.1645
H: 4.0911 1.6882 3.5578
H: -1.4052 1.6654 2.2461
H: -3.2510 -1.3101 -3.4615
H: -1.5190 -1.7155 1.4074
H: 1.5534 -1.3047 -4.2833
H: -1.8489 1.4611 -2.0317
H: 1.8451 2.9468 4.4360
H: -2.4029 -0.0517 1.3435
H: -3.8734 0.9502 -3.2694
H: 2.5146 3.8232 2.9030
H: -0.7499 -2.1180 -4.0329
H: -3.1585 -0.8446 -1.7182
H: 0.6248 -1.3609 1.6038
H: 5.8088 -0.8533 2.6395
H: -2.3152 -2.3102 -2.3193
H: 1.0252 2.6768 2.7572
H: -2.9996 -0.1247 -5.3918

Atoms 1-2, force components in eV/Å:
S -0.198 0.954 -0.123
P 2.239 -1.942 -2.304

## Properties
**E_LUMO**: -2.644 eV
**Charge**: +1

=====

(5)
# C16H34GeN2RuSSeTe

C16H34GeN2RuSSeTe as an isolated structure (ωB97M-V/def2-TZVPD, OMol25).

CARTESIAN COORDINATES (ANGSTROEM)
Te: 4.1890 -3.2392 1.8715
Ru: -0.7864 0.8696 -1.3344
Se: 0.3939 1.2077 0.8691
Ge: 0.0261 0.4917 4.1249
S: 0.4143 -0.8167 -2.6906
N: -1.5493 -2.5407 -3.5990
N: -0.1898 -1.6136 -5.1898
C: -0.5735 3.7062 -3.8519
C: 1.0953 2.9478 1.0273
C: -0.8345 1.0935 2.4072
C: -1.5920 -0.1577 5.1051
C: 3.3883 -4.5407 0.4580
C: 1.3038 -0.9325 3.6565
C: -0.5264 -1.7342 -3.9251
C: -3.0893 1.8161 -0.8334
C: 3.7453 -4.3212 3.6790
C: -2.2113 1.8984 -3.1083
C: -1.4406 3.0674 -2.8142
C: 1.0130 2.0203 4.7926
C: -0.5988 -2.4851 -6.2826
C: -1.5605 3.6219 -1.5020
C: -2.3898 3.0211 -0.5832
C: -3.0487 1.3096 -2.1513
H: 4.2387 -5.2322 0.0958
H: -1.0289 4.6581 -4.1221
H: 2.5521 -5.0722 0.8528
H: -1.5331 -0.0790 6.1639
H: -0.5305 3.0979 -4.7273
H: 2.0235 3.0610 0.4962
H: 4.5265 -5.0630 3.7324
H: -1.5596 0.2934 2.1219
H: -0.1328 -2.1607 -7.1891
H: 0.5440 3.0467 4.7541
H: -1.8124 -1.1900 4.7885
H: 1.7196 -1.2662 4.5817
H: 2.7717 -4.7509 3.5869
H: 0.4594 3.9390 -3.5738
H: 1.9520 2.0752 4.2870
H: -1.3586 2.0347 2.4787
H: -2.4683 0.4169 4.7874
H: -2.4247 3.4805 0.4025
H: 2.1242 -0.5406 3.0927
H: -3.6160 0.3920 -2.3722
H: -0.9791 4.5456 -1.2544
H: 0.5563 -0.9308 -5.3208
H: 0.8422 -1.7768 3.1920
H: 3.8171 -3.5797 4.4717
H: -2.0592 -3.0203 -4.3317
H: 0.4128 3.6758 0.6459
H: -3.6693 1.2942 -0.0997
H: -0.4049 -3.5202 -6.0132
H: 1.2667 1.8751 5.8251
H: 1.2135 3.1704 2.1055
H: -1.7558 -2.8456 -2.6591
H: 3.0735 -3.8852 -0.3727
H: -2.2683 1.5444 -4.1039
H: -1.6706 -2.3769 -6.4483

Atoms 1-2, force components in eV/Å:
Te 0.084 0.037 0.777
Ru -0.139 -0.191 -0.585

## Properties
**Expectation value of S²**: 8.770
**E_LUMO (spin up / spin down)**: -7.359 / -10.837 eV
**Charge**: +3
**Multiplicity**: 6

=====

(6)
# C16H34MoN3OPSSi

C16H34MoN3OPSSi as an isolated structure (ωB97M-V/def2-TZVPD, OMol25).

CARTESIAN COORDINATES (ANGSTROEM)
Mo: 0.0729 0.0016 -0.2177
S: -1.2277 1.8922 -0.8078
P: 0.9246 -2.1144 0.8014
Si: -1.1518 -1.3817 -1.8617
O: -2.0468 -0.8741 1.0546
N: -1.9687 3.8953 0.7276
N: 1.6262 0.3736 -0.9771
N: 0.3515 3.3320 0.8377
C: -2.4629 0.9048 2.6447
C: 2.3300 0.0164 -3.2514
C: 0.8636 4.6224 1.3155
C: 4.3893 1.0982 -3.8810
C: -0.2188 -3.5311 0.9886
C: 4.4947 1.7501 -2.6381
C: 2.1850 -2.7792 -0.3656
C: 3.5151 1.5435 -1.6856
C: 3.3232 0.2378 -4.1958
C: -2.6861 -0.4353 2.0098
C: -3.7831 -1.3269 2.5105
C: 2.4761 0.6477 -1.9904
C: -2.1311 4.5013 2.0621
C: -2.8758 -2.0990 -1.4977
C: -0.8914 3.1658 0.3723
C: 1.8251 -2.1408 2.3886
H: 0.0881 5.3932 1.3294
H: 1.7365 -2.9521 -1.3509
H: -1.4024 1.1854 2.6985
H: 1.1378 -1.8756 3.2035
H: 1.6749 4.9455 0.6602
H: -3.0048 1.6909 2.0973
H: 2.6418 -1.4066 2.3636
H: 0.2686 0.4805 1.3744
H: 5.3210 2.4147 -2.3910
H: -1.4241 -0.5587 -3.0648
H: 3.4993 1.9631 -0.6753
H: 3.0061 -2.0588 -0.4736
H: 2.2490 -3.1389 2.5849
H: 1.2675 4.4991 2.3229
H: -2.3330 5.5616 1.9113
H: -3.5539 -1.6621 3.5333
H: -2.8035 3.6101 0.2061
H: 2.5850 -3.7278 0.0222
H: -3.7971 -2.1906 1.8341
H: 1.4669 -0.6433 -3.4182
H: -3.2408 -2.5872 -2.4120
H: -0.3978 -2.5583 -2.3533
H: -2.9989 4.0615 2.5572
H: 5.1656 1.2745 -4.6271
H: -2.8455 0.8957 3.6732
H: 1.0228 2.6248 0.5078
H: -2.8219 -2.8387 -0.6901
H: -4.7417 -0.7945 2.4551
H: -3.5722 -1.2976 -1.2208
H: -0.6788 -3.7859 0.0256
H: 3.2663 -0.2565 -5.1690
H: -1.0102 -3.2716 1.7040
H: -1.2541 4.3858 2.7125
H: 0.3420 -4.4028 1.3588

Atoms 1-2, force components in eV/Å:
Mo -0.111 -0.619 1.765
S -0.566 1.778 0.371

## Properties
**Expectation value of S²**: 2.030
**E_LUMO (spin up / spin down)**: 0.199 / 0.139 eV
**Multiplicity**: 3

=====

no.,F_max (eV/A)
1,6.68
2,3.50
3,9.52
4,5.44
5,2.12
6,2.16